(1)
{"formula": "C44H44F7O21S", "method": "wB97M-V/def2-TZVPD", "gap_ev": 7.66, "total_charge": 1, "homo_energy_ev": -11.2, "energy_ha": -4380.023941, "largest_force_ha_per_bohr": 0.040, "species": ["C", "O", "C", "C", "C", "C", "C", "C", "C", "C", "S", "C", "C", "C", "F", "F", "F", "C", "F", "F", "C", "F", "F", "H", "H", "H", "H", "H", "H", "H", "H", "H", "H", "H", "H", "H", "H", "H", "H", "H", "H", "H", "H", "H", "H", "H", "H", "C", "C", "C", "O", "C", "C", "C", "O", "O", "O", "H", "H", "H", "H", "C", "C", "C", "O", "C", "C", "C", "O", "O", "O", "H", "H", "H", "H", "C", "C", "C", "O", "C", "C", "C", "O", "O", "O", "H", "H", "H", "H", "C", "C", "C", "O", "C", "C", "C", "O", "O", "O", "H", "H", "H", "H", "C", "C", "C", "O", "C", "C", "C", "O", "O", "O", "H", "H", "H", "H"], "xyz": [[-3.4794, 0.2329, 3.2943], [-2.9125, 1.3361, 3.9612], [-3.5598, 2.5666, 3.6591], [-2.6028, 3.5551, 2.9818], [-1.1646, 3.3935, 3.5243], [-0.3343, 2.4640, 2.6141], [0.3589, 1.2994, 3.3494], [0.2224, -0.0475, 2.6303], [0.6988, -0.0065, 1.1650], [-0.0476, -1.1204, 0.4119], [-0.0334, -0.9888, -1.4039], [-1.5697, -0.0896, -1.8500], [-1.8518, 1.1201, -0.9611], [-3.1859, 1.7005, -1.3777], [-3.0724, 2.3444, -2.5160], [-4.1018, 0.7685, -1.5455], [-3.6008, 2.5595, -0.4892], [1.3476, 0.0833, -1.9696], [0.9784, 1.3467, -2.0611], [2.4128, -0.0129, -1.2187], [1.7551, -0.3856, -3.4204], [0.7569, -1.0502, -3.9936], [2.0746, 0.6406, -4.1414], [-3.2354, 0.2667, 2.2193], [-4.5668, 0.1796, 3.3919], [-3.0466, -0.6584, 3.7433], [-4.4803, 2.4221, 3.0919], [-3.8789, 3.0120, 4.6063], [-2.6574, 3.4001, 1.9029], [-2.9057, 4.5843, 3.1680], [-0.6915, 4.3743, 3.4906], [-1.1671, 3.0748, 4.5628], [0.4332, 3.0107, 2.0629], [-0.9764, 2.0252, 1.8456], [1.4226, 1.4708, 3.5317], [-0.0879, 1.1656, 4.3335], [-0.8263, -0.3471, 2.6972], [0.7739, -0.8262, 3.1551], [1.7550, -0.2735, 1.1836], [0.5923, 0.9804, 0.7181], [-1.1011, -1.0504, 0.6922], [0.2582, -2.1168, 0.7132], [-1.4425, 0.1698, -2.8972], [-2.3467, -0.8363, -1.7161], [-1.8383, 0.8927, 0.1013], [-1.1387, 1.9280, -1.1118], [2.6338, -1.0237, -3.3261], [0.9162, -4.2704, -5.5774], [1.8851, -5.1411, -5.2760], [2.2477, -6.2671, -6.2051], [3.1534, -7.0130, -5.8934], [1.4875, -6.4042, -7.4422], [0.5139, -5.5330, -7.7384], [0.1731, -4.3948, -6.8250], [-0.7083, -3.6221, -7.1520], [-0.2047, -5.6212, -8.8541], [2.5796, -5.0521, -4.1384], [0.6497, -3.4564, -4.9184], [1.7445, -7.2259, -8.0956], [-0.8363, -4.8758, -8.8314], [3.2160, -5.7962, -4.1522], [4.2972, 5.4407, -1.9771], [4.1698, 6.4744, -1.1330], [3.3801, 6.3586, 0.1389], [3.3112, 7.3219, 0.8759], [2.7229, 5.0883, 0.4281], [2.8511, 4.0654, -0.4188], [3.6595, 4.1699, -1.6737], [3.7428, 3.1842, -2.3882], [2.2699, 2.8777, -0.2132], [4.7303, 7.6546, -1.3668], [4.8643, 5.5095, -2.8947], [2.1414, 5.0217, 1.3371], [2.5343, 2.3326, -0.9759], [4.4927, 8.2264, -0.6100], [-2.6104, -4.3005, 7.2306], [-2.2458, -3.7554, 6.0660], [-1.2622, -2.6264, 5.9966], [-0.9571, -2.1835, 4.8986], [-0.7207, -2.1070, 7.2393], [-1.0854, -2.6482, 8.4106], [-2.0506, -3.7965, 8.4809], [-2.3287, -4.2558, 9.5694], [-0.6202, -2.2075, 9.5705], [-2.7299, -4.1789, 4.8958], [-3.3171, -5.1162, 7.2921], [-0.0256, -1.2817, 7.1759], [-1.0348, -2.7652, 10.2596], [-2.3038, -3.6231, 4.2162], [-1.8249, 10.3223, -1.0431], [-1.7349, 9.0174, -0.7631], [-0.4643, 8.4062, -0.2528], [-0.4521, 7.2120, 0.0006], [0.6956, 9.2675, -0.0894], [0.6104, 10.5739, -0.3723], [-0.6680, 11.1921, -0.8582], [-0.6881, 12.3863, -1.0810], [1.6435, 11.3987, -0.2414], [-2.7620, 8.1809, -0.9173], [-2.7360, 10.7740, -1.4095], [1.6092, 8.8108, 0.2639], [1.3189, 12.2827, -0.5066], [-2.4335, 7.3028, -0.6435], [1.8113, -9.8357, -3.6725], [1.7470, -8.7661, -2.8751], [0.9844, -8.7823, -1.5859], [0.9835, -7.7732, -0.9005], [0.2787, -10.0000, -1.2202], [0.3368, -11.0761, -2.0171], [1.1224, -11.0676, -3.2965], [1.1520, -12.0785, -3.9683], [-0.2914, -12.2090, -1.7276], [2.3561, -7.6135, -3.1718], [2.3615, -9.8322, -4.6036], [-0.2818, -9.9947, -0.2962], [-0.0883, -12.8266, -2.4585], [2.1510, -7.0128, -2.4273]]}



(2)
{"formula": "C3H4NiO3", "method": "wB97M-V/def2-TZVPD", "relative_energy_ev": 5.8622, "gap_ev": [6.62, 7.17], "total_charge": 0, "spin_multiplicity": 3, "homo_energy_ev": [-7.5, -8.0], "energy_ha": -1850.434507, "s_squared": 2.026, "largest_force_ha_per_bohr": 0.131, "species": ["O", "C", "O", "Ni", "O", "C", "H", "C", "H", "H", "H"], "xyz": [[1.3415, -0.1634, 1.3422], [0.9224, 0.0591, 0.1344], [0.9733, -0.8930, -0.7661], [-0.5540, -0.6688, -1.7628], [-1.2431, 0.6543, -0.7600], [-0.2295, 0.9672, 0.1193], [0.0762, 2.0240, 0.1833], [-0.3661, 0.6314, 2.0390], [-0.5766, 0.3494, 3.0867], [0.2485, 1.4201, 2.5095], [-1.2732, 0.0198, 1.8708]]}